{
  "formula": "C14H30ClO2P2SiTc",
  "method": "ωB97M-V/def2-TZVPD",
  "multiplicity": 4,
  "s2": 3.809,
  "lumo_ev": [-11.89, -14.95],
  "charge": 3,
  "species": ["C", "C", "H", "H", "H", "O", "Cl", "Tc", "P", "C", "C", "H", "H", "H", "H", "H", "H", "C", "H", "H", "H", "P", "C", "C", "H", "H", "H", "C", "H", "H", "H", "H", "H", "H", "C", "O", "C", "Si", "C", "C", "C", "C", "H", "H", "H", "H", "H", "H", "H", "H", "H"],
  "coordinates": [[-6.25425, 3.63022, -1.41579], [-4.88766, 3.02337, -1.54590], [-7.00171, 2.83565, -1.38082], [-6.43673, 4.29537, -2.26467], [-6.29431, 4.23844, -0.50757], [-4.59216, 1.87382, -1.60561], [-3.59225, 4.31703, -1.61124], [-0.61635, 0.40251, -0.16470], [-0.32803, 0.36244, -2.46413], [-0.22004, -1.27395, -3.28123], [-1.66284, 1.21210, -3.38728], [-1.44414, 1.24257, -4.46028], [1.23609, 1.25426, -4.12624], [-1.75304, 2.22765, -2.99327], [1.16996, 2.23839, -2.62804], [-1.13470, -1.83917, -3.08273], [-2.60692, 0.68707, -3.21955], [1.18591, 1.22297, -3.03236], [-0.08649, -1.16553, -4.36268], [2.06410, 0.70403, -2.63909], [0.62323, -1.83175, -2.86504], [-0.90665, 0.73351, 2.11097], [-1.03409, -0.74980, 3.17886], [0.43504, 1.70634, 2.89121], [-2.38322, 2.62813, 1.96914], [-2.46631, 1.89319, 3.60335], [-3.29527, 1.12464, 2.21679], [-2.41252, 1.68935, 2.52832], [0.53955, 2.64305, 2.33766], [0.21243, 1.91376, 3.94363], [-1.16754, -0.46844, 4.22846], [-0.12545, -1.34932, 3.07595], [1.37316, 1.14995, 2.81683], [-1.88289, -1.35785, 2.85463], [-0.62842, -1.41233, -0.01945], [-0.63588, -2.57898, 0.07366], [3.13090, -3.81872, 2.02117], [3.61159, -2.35756, 0.96435], [4.82154, -1.28391, 1.89505], [4.39744, -2.96076, -0.61740], [2.08354, -1.36002, 0.55629], [1.01801, -0.66443, 0.27175], [4.03608, -4.41206, 2.26482], [2.40976, -4.45368, 1.46699], [2.66122, -3.45726, 2.95892], [5.72824, -1.87467, 2.13844], [5.10366, -0.41469, 1.26617], [4.35055, -0.92457, 2.83303], [3.67501, -3.59644, -1.16941], [4.67916, -2.09049, -1.24498], [5.30368, -3.55342, -0.37697]],
  "mulliken_charge": [-1.00, 0.70, 0.30, 0.34, 0.35, -0.45, -0.21, 0.08, 0.92, -1.20, -1.06, 0.44, 0.43, 0.36, 0.43, 0.41, 0.40, -1.21, 0.44, 0.33, 0.34, 0.90, -1.13, -1.16, 0.45, 0.41, 0.40, -1.11, 0.42, 0.43, 0.45, 0.26, 0.29, 0.41, 0.47, -0.29, -0.84, -0.26, -0.85, -0.73, -0.49, 0.64, 0.36, 0.35, 0.34, 0.36, 0.35, 0.35, 0.35, 0.35, 0.35]
}

=====

{
  "formula": "C2H5FN2S",
  "method": "ωB97M-V/def2-TZVPD",
  "multiplicity": 1,
  "lumo_ev": 0.42,
  "species": ["H", "N", "C", "C", "F", "N", "S", "H", "H", "H", "H"],
  "coordinates": [[1.29711, 0.68972, 1.35254], [1.56810, 0.39563, 0.26497], [0.40005, -0.26164, -0.10116], [0.23368, -0.73686, -1.41504], [-1.10241, -0.19629, -1.87593], [-0.61435, -0.27661, 0.72221], [-0.37289, 0.67927, 2.15787], [1.05904, -0.16727, -1.92206], [0.08482, -1.92742, -1.55663], [-1.71309, -0.18885, 0.46596], [-0.84006, 1.99031, 1.90727]],
  "mulliken_charge": [0.33, -0.66, 0.48, -0.16, -0.34, -0.35, -0.31, 0.26, 0.21, 0.36, 0.20]
}

=====

{
  "formula": "C3H10NO2",
  "method": "ωB97M-V/def2-TZVPD",
  "multiplicity": 1,
  "lumo_ev": 4.15,
  "charge": -1,
  "species": ["C", "O", "C", "C", "N", "H", "H", "H", "H", "H", "H", "H", "H", "H", "H", "O"],
  "coordinates": [[0.02131, -0.01767, 1.17290], [0.75580, -1.10662, 0.68971], [-0.88438, 0.68384, 0.10965], [-2.27811, 0.05104, 0.11285], [-0.34833, 0.72664, -1.23412], [-0.58757, -0.48592, 1.96177], [0.64176, 0.75357, 1.67369], [-1.00875, 1.72539, 0.44109], [-2.17430, -1.02326, -0.07446], [-2.79964, 0.41236, -0.78333], [-2.86026, 0.31472, 0.99411], [0.61284, 0.33229, -1.25666], [-0.74120, -0.01904, -1.81061], [1.67752, -0.77051, 0.04170], [2.79212, 0.53802, -0.40591], [2.54358, -0.30893, -0.78572]],
  "mulliken_charge": [-0.75, -0.69, 0.66, -1.59, -0.77, 0.28, 0.27, 0.16, 0.35, 0.42, 0.39, 0.36, 0.26, 0.40, 0.22, -0.98]
}

=====

{
  "formula": "ClH3N2OS",
  "method": "ωB97M-V/def2-TZVPD",
  "multiplicity": 1,
  "lumo_ev": -0.49,
  "species": ["N", "N", "O", "S", "Cl", "H", "H", "H"],
  "coordinates": [[1.28639, -0.28303, 0.15483], [-2.28308, 1.24370, -1.22976], [-2.03803, -0.14563, 0.86103], [-1.95446, 1.21875, 0.19864], [1.01813, 1.40351, 0.32468], [1.23228, -0.65412, 1.17237], [-2.31509, 0.42065, -1.82541], [0.44076, -0.61124, -0.28884]],
  "mulliken_charge": [-0.46, -0.35, -0.50, 0.49, -0.08, 0.31, 0.30, 0.28]
}